[1]
The following is a DFT calculation (ωB97M-V with the def2-TZVPD basis set) of the molecule C3H4BrClF2.

The geometry in XYZ format:
```
11
Properties=species:S:1:pos:R:3:mulliken_charge:R:1
C -1.14989 0.60151 0.35194 -1.176
C -0.35672 -0.32057 -0.46356 0.115
Cl -0.86994 -2.00163 -0.41864 -0.148
C 1.23363 -0.31055 -0.08227 0.355
F 1.38164 -0.55378 1.26949 -0.216
F 1.86518 -1.33047 -0.69835 -0.204
Br 2.14014 1.32348 -0.34564 -0.097
H -0.71915 0.61963 1.43092 0.273
H -1.10106 1.71947 0.20865 0.337
H -2.09872 0.19345 0.20773 0.370
H -0.32512 0.05945 -1.46027 0.391
```

HOMO energy   -11.0 eV
Calculated total energy   -91175.2656 eV
Molecular weight   193.42 g mol⁻¹
LUMO energy   0.64 eV
Net charge   0
SMILES string   C[C@H](Cl)C(F)(F)Br

=====

[2]
The following is a DFT calculation (ωB97M-V with the def2-TZVPD basis set) of a 2-piece molecular cluster, C3H4BrFO overall.

The geometry in XYZ format:
```
10
Properties=species:S:1:pos:R:3:mulliken_charge:R:1
C 0.62941 -1.17862 -0.21590 0.577
C -1.18071 0.68084 0.56552 -0.799
C 0.84049 0.19334 -0.72173 -0.343
O -0.05973 -1.99845 -0.72823 -0.503
F 1.22683 -1.43727 0.91508 -0.214
Br 2.15491 1.34920 0.03582 -0.074
H -1.94375 0.33191 -0.10698 0.310
H -0.83996 -0.10382 1.20059 0.344
H -1.28298 1.70024 0.84999 0.324
H 0.45549 0.46262 -1.79416 0.378
```

HOMO energy (alpha / beta)   -9.2 / -9.3 eV
Calculated total energy   -77980.2346 eV
Molecular weight   154.97 g mol⁻¹
LUMO energy (alpha / beta)   -0.75 / -1.11 eV
Net charge   0

=====

[3]
The following is a DFT calculation (ωB97M-V with the def2-TZVPD basis set) of C3H4BrI as an isolated structure.

The geometry in XYZ format:
```
9
Properties=species:S:1:pos:R:3:mulliken_charge:R:1
C 0.37623 0.48821 0.58393 -0.782
C -0.50684 -0.51402 0.53725 0.242
C -1.81305 -0.44430 -0.03227 -0.301
Br -2.89978 -1.95481 -0.00503 -0.069
I -2.83746 1.38402 -0.14683 0.150
H 1.35146 0.35842 1.01662 0.257
H 0.16101 1.44808 0.14350 0.214
H -0.23868 -1.48825 0.92755 0.252
H -1.03808 -0.29488 -2.29264 0.037
```

HOMO energy (alpha / beta)   -9.8 / -8.0 eV
Calculated total energy   -81314.1676 eV
Molecular weight   246.87 g mol⁻¹
LUMO energy (alpha / beta)   -1.03 / -0.49 eV
Net charge   0

=====

[4]
The following is a DFT calculation (ωB97M-V with the def2-TZVPD basis set) of a 2-piece molecular cluster, C3H4BrIO overall.

The geometry in XYZ format:
```
10
Properties=species:S:1:pos:R:3:mulliken_charge:R:1
C 0.55339 -0.70456 -0.36515 0.019
C -0.29787 0.35222 -0.70505 -0.135
C -2.13438 0.48355 0.47038 -0.542
O -0.26865 -0.69926 -1.54360 -0.318
Br -3.09789 2.05850 -0.09506 -0.101
I -2.87114 -1.43923 0.02684 0.093
H 1.67747 -0.73527 -0.48756 0.269
H -0.08105 -1.42175 0.36737 0.038
H -0.12709 1.39020 -1.02723 0.331
H -2.05642 0.61000 1.64544 0.346
```

HOMO energy   -9.0 eV
Calculated total energy   -83362.0553 eV
Molecular weight   262.87 g mol⁻¹
LUMO energy   0.21 eV
Net charge   0

=====

[5]
The following is a DFT calculation (ωB97M-V with the def2-TZVPD basis set) of C3H4BrIO as an isolated structure.

The geometry in XYZ format:
```
10
Properties=species:S:1:pos:R:3:mulliken_charge:R:1
C -0.09273 0.47976 0.42761 0.836
C -1.28578 -0.36773 0.24991 -1.355
C 1.04369 0.29829 -0.57877 -0.664
O 0.01720 1.32545 1.28123 -0.500
Br 2.51386 1.50004 -0.40277 -0.022
I 1.71332 -1.84975 -0.24880 0.085
H -1.54350 -0.64556 -0.70335 0.450
H -2.07520 0.11888 0.99433 0.295
H -1.21268 -1.30338 0.65081 0.445
H 0.92182 0.44400 -1.67020 0.430
```

HOMO energy   -9.9 eV
Calculated total energy   -83365.2698 eV
Molecular weight   262.87 g mol⁻¹
LUMO energy   -0.71 eV
Net charge   0

=====

[6]
The following is a DFT calculation (ωB97M-V with the def2-TZVPD basis set) of C3H4BrN as an isolated structure.

The geometry in XYZ format:
```
9
Properties=species:S:1:pos:R:3:mulliken_charge:R:1
C 0.58041 1.28026 0.84043 0.161
C 0.35147 -0.94013 0.31509 -0.300
C -0.29980 0.07070 0.54605 -0.032
N 1.35043 2.08767 0.94414 -0.298
Br -2.12046 0.14444 1.17755 -0.072
H -0.48907 0.16687 -2.64347 0.196
H 0.08784 -1.96725 0.51118 0.280
H 1.48630 -0.89944 0.30454 0.241
H -0.94713 0.05688 -1.99551 -0.177
```

HOMO energy   -10.7 eV
Calculated total energy   -74705.1521 eV
Molecular weight   133.98 g mol⁻¹
LUMO energy   0.21 eV
Net charge   0

=====

[7]
The following is a DFT calculation (ωB97M-V with the def2-TZVPD basis set) of the molecule C3H4BrN.

The geometry in XYZ format:
```
9
Properties=species:S:1:pos:R:3:mulliken_charge:R:1
C -1.50505 0.93411 -0.24461 -0.639
C 1.84043 0.37546 0.23711 -0.479
C -0.32121 1.38537 0.07227 0.296
N 0.80855 0.63290 -0.44071 -0.240
Br -0.08989 3.19391 0.93557 -0.150
H -2.44179 1.27287 0.14888 0.311
H -1.71989 -0.01173 -0.61981 0.325
H 2.50855 -0.26563 -0.45123 0.253
H 2.06937 0.64216 1.29249 0.322
```

HOMO energy (alpha / beta)   -5.8 / -10.0 eV
Spin multiplicity   3
Calculated total energy   -74702.4585 eV
Molecular weight   133.98 g mol⁻¹
LUMO energy (alpha / beta)   0.53 / -3.06 eV
Net charge   0

=====

[8]
The following is a DFT calculation (ωB97M-V with the def2-TZVPD basis set) of an isolated ion of composition C3H4BrN2O3 and charge +1.

The geometry in XYZ format:
```
13
Properties=species:S:1:pos:R:3:mulliken_charge:R:1
C 0.11143 -0.54944 0.00592 0.197
C -1.85541 1.05638 -0.14203 -0.105
C 1.76137 1.20637 0.10549 0.027
N -1.18629 -0.07660 -0.05889 -0.120
N 0.27792 -2.06315 -0.04200 1.039
O -0.77150 -2.65047 -0.06605 -0.646
O 1.38779 -2.50307 -0.01188 -0.506
O 1.26652 0.03330 -0.12182 -0.147
Br 3.59636 1.30774 -0.00374 0.080
H -2.85063 0.93711 0.05098 0.290
H -1.29578 2.04977 -0.36937 0.189
H 1.39181 2.18554 0.36791 0.363
H -1.83361 -0.93348 0.28547 0.339
```

HOMO energy (alpha / beta)   -13.3 / -13.0 eV
Calculated total energy   -82325.9026 eV
Molecular weight   195.98 g mol⁻¹
LUMO energy (alpha / beta)   -6.02 / -6.38 eV
Net charge   +1

=====

[9]
The following is a DFT calculation (ωB97M-V with the def2-TZVPD basis set) of a 2-piece molecular cluster, C3H4BrNO2 overall.

The geometry in XYZ format:
```
11
Properties=species:S:1:pos:R:3:mulliken_charge:R:1
C 0.95150 1.15146 0.48043 0.360
C 0.09785 0.09981 1.13304 -0.189
C -1.12008 0.28330 0.56914 -0.192
N 0.17157 1.67699 -0.49041 -0.380
O 2.13484 1.45832 0.64609 -0.634
O -1.01346 1.06477 -0.46302 0.000
Br -0.11016 -2.62108 -3.49760 -0.192
H 0.43026 -0.99711 0.87480 0.213
H 0.20174 0.10024 2.24671 0.323
H 0.30394 -2.11654 -2.24525 0.188
H -2.04799 -0.10014 0.74607 0.502
```

HOMO energy (alpha / beta)   -9.0 / -9.0 eV
Calculated total energy   -78799.2116 eV
Molecular weight   165.97 g mol⁻¹
LUMO energy (alpha / beta)   -1.29 / -1.29 eV
Net charge   0

=====

[10]
The following is a DFT calculation (ωB97M-V with the def2-TZVPD basis set) of C3H4BrNO2S as an isolated structure.

The geometry in XYZ format:
```
12
Properties=species:S:1:pos:R:3:mulliken_charge:R:1
C 0.17720 -0.48728 -0.23526 0.520
C 0.79527 -0.37473 1.10845 -0.448
C -0.69913 -0.38196 1.47923 -0.305
N -1.05442 -0.57483 0.06490 -0.430
O 0.67168 -0.39333 -1.57827 -0.342
O 0.69939 2.11571 -1.87910 -0.433
S 0.50790 0.88988 -2.57551 0.601
Br -1.72032 0.83857 -2.91073 -0.133
H 1.17910 -1.37686 1.37080 0.188
H 1.60930 0.33806 1.22073 0.294
H -0.94975 -1.21788 2.07381 0.248
H -1.21622 0.62466 1.86097 0.240
```

HOMO energy   -10.2 eV
Calculated total energy   -89636.1629 eV
Molecular weight   198.04 g mol⁻¹
LUMO energy   -0.07 eV
Net charge   0

=====

Q: Look up the net charge of the second one.
A: 0

=====

Q: molecular weight of number 2 (C3H4BrFO)?
A: 154.97 g mol⁻¹